Computed, not measured: a molecular structure, C52H46BaBrN9O, with ωB97M-V/def2-TZVPD.

Cartesian coordinates (Å):
Ba -0.2200 -1.2015 -0.7347
Br -5.0546 0.6882 -7.1715
C -4.1022 0.0360 -5.6635
C -4.3180 -1.2769 -5.2198
C -3.6382 -1.7558 -4.1344
C -2.7017 -0.9586 -3.4100
O -2.0940 -1.4306 -2.3943
C -2.4975 0.3780 -3.8823
C -1.5916 1.3328 -3.2988
N -0.8358 1.2426 -2.2552
C -0.1010 2.4216 -1.9710
C -0.6269 3.7082 -2.1325
C 0.1656 4.8303 -1.9465
C 1.5037 4.7054 -1.6019
C 2.0334 3.4422 -1.3698
C 3.4466 3.2364 -1.0194
C 3.9899 2.0246 -0.9409
C 3.1743 0.7860 -1.1418
N 1.7171 1.0506 -1.1319
C 1.2142 2.3227 -1.5100
C -3.2081 0.8358 -5.0132
H -5.0208 -1.9097 -5.7464
H -3.7882 -2.7713 -3.7920
H -1.5591 2.2655 -3.8737
H -1.6684 3.8284 -2.4011
H -0.2647 5.8140 -2.0838
H 2.1305 5.5822 -1.4953
H 4.0531 4.1214 -0.8665
H 5.0461 1.9039 -0.7308
H 3.4997 0.2180 -2.0143
H -3.0359 1.8462 -5.3665
C 2.4702 1.8600 2.2864
C 3.6089 0.9441 2.3296
C 3.8599 0.0909 1.3375
C 2.9289 -0.0453 0.1666
N 1.6605 0.7776 0.3280
C 1.6203 1.8204 1.2571
N 2.4406 -1.3679 -0.0385
C 2.7852 -2.1632 -1.0109
N 1.8993 -3.0812 -1.4400
C 2.4514 -3.7790 -2.4911
N 1.8083 -4.6926 -3.1084
C 2.3058 -5.2404 -4.2838
C 2.5709 -6.6153 -4.3398
C 3.0452 -7.1527 -5.5169
C 3.2162 -6.3230 -6.6207
C 2.8882 -4.9867 -6.4784
N 2.4457 -4.4436 -5.3450
C 3.8632 -3.2961 -2.7062
C 4.9053 -3.7260 -3.5124
C 6.1393 -3.0978 -3.3834
C 6.3336 -2.0756 -2.4604
C 5.2919 -1.6623 -1.6401
C 4.0610 -2.2789 -1.7866
H 2.3322 2.5919 3.0689
H 4.2770 0.9928 3.1816
H 4.7204 -0.5672 1.3527
H 0.7882 2.5064 1.1506
H 2.4074 -7.2179 -3.4573
H 3.2760 -8.2089 -5.5808
H 3.5771 -6.7034 -7.5661
H 2.9859 -4.3059 -7.3179
H 4.7803 -4.5278 -4.2251
H 6.9647 -3.4160 -4.0073
H 7.3059 -1.6079 -2.3726
H 5.4552 -0.8870 -0.9010
C -0.6976 0.3875 7.0280
C 0.4333 0.7645 6.0614
C 1.7606 0.2829 6.6455
C 0.4918 2.2912 5.9143
C 0.1493 0.1360 4.7016
C 0.9868 -0.7887 4.0990
C 0.6491 -1.3069 2.8558
N -0.4503 -0.9699 2.1939
C -1.2681 -0.0727 2.7583
C -0.9974 0.4924 3.9935
C -2.4768 0.3241 1.9731
C -3.5803 0.9125 2.5830
C -4.6698 1.3133 1.8218
C -4.5952 1.0794 0.4502
C -3.4761 0.4657 -0.0778
N -2.4320 0.0921 0.6625
C -5.9044 1.9746 2.4230
C -5.7840 2.1567 3.9354
C -7.1306 1.0986 2.1292
C -6.0951 3.3546 1.7785
H -0.5149 0.8310 8.0086
H -0.7622 -0.6953 7.1481
H -1.6642 0.7460 6.6714
H 1.9275 0.7618 7.6114
H 2.6007 0.5378 5.9964
H 1.7635 -0.7967 6.8056
H 0.6945 2.7495 6.8842
H -0.4471 2.7017 5.5412
H 1.2855 2.5839 5.2252
H 1.9076 -1.1115 4.5618
H 1.3137 -2.0042 2.3571
H -1.6700 1.2355 4.3972
H -3.5905 1.0410 3.6542
H -5.4020 1.3594 -0.2136
H -3.4004 0.2541 -1.1378
H -5.6775 1.2006 4.4515
H -6.6868 2.6375 4.3143
H -4.9354 2.7914 4.1992
H -7.0171 0.1075 2.5718
H -7.2871 0.9737 1.0576
H -8.0268 1.5602 2.5481
H -5.2308 3.9948 1.9655
H -6.9783 3.8411 2.1965
H -6.2329 3.2801 0.6997

Force components x, y, z for each atom (eV/Å):
Ba -0.02 -0.07 -0.14
Br 0.00 -0.01 0.00
C 0.01 0.01 0.01
C 0.00 -0.03 -0.01
C -0.01 0.02 0.00
C 0.01 0.06 0.00
O 0.03 -0.01 0.06
C -0.05 -0.11 0.05
C 0.01 0.01 -0.07
N -0.10 0.14 0.03
C 0.10 -0.02 -0.02
C -0.03 0.06 0.00
C 0.02 -0.02 0.00
C -0.03 -0.02 0.00
C 0.07 0.02 0.02
C 0.00 0.01 0.00
C -0.03 0.00 -0.02
C 0.04 -0.01 -0.01
N -0.15 -0.07 0.03
C -0.04 0.00 -0.02
C 0.00 0.04 -0.02
H 0.00 0.00 0.00
H 0.00 0.00 0.01
H 0.03 -0.01 0.01
H 0.00 -0.01 0.00
H -0.01 0.00 0.00
H 0.01 0.00 0.00
H 0.00 0.00 0.00
H 0.00 -0.01 0.00
H 0.00 0.01 -0.01
H 0.00 0.00 0.01
C 0.03 0.00 0.02
C -0.01 0.01 0.01
C 0.02 -0.02 -0.05
C -0.16 0.09 0.10
N 0.14 -0.03 -0.01
C -0.06 -0.01 -0.03
N 0.12 0.05 0.09
C -0.06 -0.18 -0.13
N 0.03 0.05 0.08
C -0.07 -0.10 -0.04
N 0.04 0.07 0.01
C -0.02 -0.03 -0.01
C 0.01 0.00 0.00
C 0.00 0.00 0.01
C 0.00 0.01 -0.01
C 0.00 -0.02 0.00
N 0.00 0.02 0.02
C 0.01 -0.09 -0.08
C -0.03 0.01 0.01
C 0.01 0.02 0.01
C 0.02 -0.01 -0.02
C -0.04 0.00 0.02
C 0.09 0.16 0.16
H 0.00 -0.01 0.00
H 0.01 -0.01 -0.01
H 0.00 0.01 0.02
H 0.00 0.00 -0.01
H 0.00 0.00 0.00
H 0.00 0.00 0.00
H 0.00 0.00 0.00
H 0.00 0.00 0.00
H 0.00 0.00 0.00
H 0.00 0.00 0.00
H 0.00 -0.01 -0.01
H -0.01 0.00 0.00
C -0.01 -0.01 -0.01
C 0.02 0.01 0.00
C 0.01 -0.01 0.00
C 0.00 0.00 0.00
C -0.01 0.02 0.01
C -0.01 -0.07 -0.03
C 0.06 0.03 0.05
N -0.01 0.00 -0.08
C -0.03 0.01 0.01
C 0.01 -0.01 0.04
C 0.04 -0.03 0.01
C -0.03 0.02 0.03
C -0.01 0.01 -0.03
C 0.00 -0.02 0.01
C 0.01 0.00 -0.01
N 0.07 0.04 -0.04
C -0.02 -0.02 0.00
C 0.00 0.00 0.01
C -0.01 0.01 0.00
C 0.01 0.00 -0.01
H 0.00 0.00 0.00
H 0.00 0.00 0.00
H 0.00 0.00 0.00
H 0.00 0.00 0.00
H 0.00 0.00 0.00
H 0.00 0.00 0.00
H 0.00 0.00 0.00
H 0.00 -0.01 0.00
H 0.00 0.00 0.00
H 0.00 0.00 0.00
H -0.01 0.00 -0.01
H 0.00 0.01 0.01
H 0.01 0.00 0.00
H 0.00 -0.01 0.00
H 0.00 0.01 0.00
H 0.00 0.00 0.00
H 0.00 0.00 0.00
H 0.00 0.00 0.00
H 0.00 0.00 0.00
H 0.00 0.00 0.00
H 0.00 0.00 0.00
H 0.00 0.00 0.00
H 0.00 0.00 0.00
H 0.00 0.00 0.00

Values from the calculation:
Multiplicity: 1
Maximum force, eV/Å: 0.2
Orbital gap, eV: 7.144
Relative energy (zero: lowest compared OMol25 entry of this formula, charge and spin), kcal/mol: 88.80